1.
This record from the Open Molecules 2025 dataset describes the molecule C7H12. The level of theory is wB97M-V/def2-TZVPD.

Element x y z (Å)
C 0.15 1.79 1.87
C 0.67 0.81 0.83
C -0.13 -0.51 0.70
C 0.18 -1.01 -0.72
C -0.92 -1.83 -1.39
C 0.51 0.32 -1.42
C 0.90 1.39 -0.56
H -0.88 2.09 1.63
H 0.14 1.34 2.87
H 0.76 2.70 1.90
H 1.72 0.56 1.08
H 0.11 -1.24 1.48
H -1.21 -0.28 0.78
H 1.11 -1.60 -0.71
H -1.86 -1.26 -1.43
H -1.12 -2.76 -0.83
H -0.65 -2.11 -2.41
H 0.75 0.33 -2.48
H -0.34 1.14 -1.37

## Properties
- HOMO: -8.3 eV
- Calculated total energy: -7450.3860 eV
- Lowest unoccupied orbital energy: 1.0769 eV
- Frontier orbital gap: 9.4 eV
- Multiplicity: 1

natural (NBO) charges in e: number 1, C, carries -0.59; number 2, C, carries -0.35; number 3, C, carries -0.41; number 4, C, carries -0.25; number 5, C, carries -0.60; number 6, C, carries -0.44; number 7, C, carries -0.01; number 8, H, carries 0.20; number 9, H, carries 0.20; number 10, H, carries 0.22; number 11, H, carries 0.24; number 12, H, carries 0.22; number 13, H, carries 0.20; number 14, H, carries 0.21; number 15, H, carries 0.20; number 16, H, carries 0.21; number 17, H, carries 0.21; number 18, H, carries 0.24; number 19, H, carries 0.29

---

2.
This record from the Open Molecules 2025 dataset describes the molecule C7H12 in a non-equilibrium geometry. The level of theory is wB97M-V/def2-TZVPD.

Element x y z (Å)
C 0.63 -1.56 -1.88
C 0.19 -0.17 -1.41
C -0.56 -0.20 -0.08
C 0.23 -0.63 1.20
C -0.25 0.64 1.87
C 0.22 1.89 1.19
C -1.01 1.09 0.68
H 1.18 -1.50 -2.83
H -0.23 -2.22 -2.04
H 1.29 -2.04 -1.15
H 1.07 0.47 -1.31
H -0.45 0.29 -2.17
H -1.45 -0.84 -0.19
H 1.31 -0.71 1.08
H -0.15 -1.53 1.68
H -0.67 0.73 2.86
H 0.00 2.81 1.72
H 0.62 1.93 0.22
H -1.96 1.56 0.57

## Properties
- HOMO: -9.0 eV
- Calculated total energy: -7451.2039 eV
- Lowest unoccupied orbital energy: 1.2097 eV
- Frontier orbital gap: 10.2 eV
- SMILES string: CC[C@H]1C[C@H]2C[C@@H]12
- Multiplicity: 1

natural (NBO) charges in e: number 1, C, carries -0.60; number 2, C, carries -0.40; number 3, C, carries -0.20; number 4, C, carries -0.40; number 5, C, carries -0.21; number 6, C, carries -0.48; number 7, C, carries -0.23; number 8, H, carries 0.21; number 9, H, carries 0.20; number 10, H, carries 0.20; number 11, H, carries 0.19; number 12, H, carries 0.20; number 13, H, carries 0.21; number 14, H, carries 0.20; number 15, H, carries 0.21; number 16, H, carries 0.22; number 17, H, carries 0.22; number 18, H, carries 0.24; number 19, H, carries 0.21

---

3.
This record from the Open Molecules 2025 dataset describes the molecule C7H12 in a non-equilibrium geometry. The level of theory is wB97M-V/def2-TZVPD.

Element x y z (Å)
C -0.32 0.35 1.11
C -1.31 0.07 0.29
C -0.48 -0.32 -0.91
C 0.74 -0.01 0.03
C -2.76 0.10 0.45
C 1.55 -1.26 0.28
C 1.57 1.15 -0.52
H -0.36 0.95 2.05
H -0.58 -1.29 -1.17
H -0.58 0.29 -1.87
H -3.25 1.00 0.09
H -2.75 0.17 1.47
H -3.20 -0.73 -0.04
H 0.97 -2.06 0.76
H 2.39 -0.99 0.96
H 1.92 -1.58 -0.69
H 1.83 0.98 -1.55
H 2.57 1.30 -0.22
H 1.04 2.02 -0.34

## Properties
- HOMO (alpha / beta): -4.5 / -10.3 eV
- Calculated total energy: -7446.8330 eV
- Lowest unoccupied orbital energy (alpha / beta): 0.9466 / -1.6435 eV
- Frontier orbital gap (alpha / beta): 5.5 / 8.6 eV
- Multiplicity: 3
- <S²>: 2.006

natural (NBO) charges in e: number 1, C, carries -0.14; number 2, C, carries 0.06; number 3, C, carries -0.45; number 4, C, carries -0.07; number 5, C, carries -0.67; number 6, C, carries -0.60; number 7, C, carries -0.61; number 8, H, carries 0.18; number 9, H, carries 0.21; number 10, H, carries 0.20; number 11, H, carries 0.21; number 12, H, carries 0.21; number 13, H, carries 0.22; number 14, H, carries 0.21; number 15, H, carries 0.21; number 16, H, carries 0.21; number 17, H, carries 0.21; number 18, H, carries 0.21; number 19, H, carries 0.21

---

4.
This record from the Open Molecules 2025 dataset describes a structure of composition C7H12Ag4BBr6F4O3 in a non-equilibrium geometry. The level of theory is wB97M-V/def2-TZVPD.

Element x y z (Å)
Ag -0.79 0.79 3.70
Ag 0.96 -3.43 0.67
Ag -0.16 -2.37 4.25
Ag -3.19 -0.75 0.57
C -0.44 -0.94 1.32
O -0.92 0.21 1.34
O -0.74 -1.74 0.42
O 0.41 -1.33 2.13
B -0.45 -5.34 2.26
F -1.40 -6.32 2.37
F -0.88 -4.49 1.21
F -0.35 -4.52 3.38
F 0.75 -5.95 1.99
Br -1.02 4.69 -0.99
C -1.88 3.32 -2.01
C -2.10 2.17 -1.04
Br -3.84 1.27 -1.51
H -1.15 3.14 -2.80
H -2.75 3.79 -2.45
H -2.25 2.56 -0.04
H -1.30 1.45 -0.88
Br 2.01 3.15 -1.59
C 1.51 2.49 0.25
C 2.19 3.42 1.27
Br 1.46 3.00 3.10
H 1.79 1.44 0.40
H 0.43 2.54 0.29
H 2.16 4.49 1.04
H 3.25 3.21 1.41
Br 0.21 0.29 -3.80
C 0.47 -0.83 -2.26
C 1.53 -1.86 -2.62
Br 3.21 -0.82 -2.51
H -0.46 -1.37 -2.09
H 0.71 -0.41 -1.28
H 1.43 -2.30 -3.62
H 1.58 -2.67 -1.90

## Properties
- HOMO (alpha / beta): -14.8 / -14.8 eV
- Calculated total energy: -461379.3384 eV
- Net charge: +2
- Lowest unoccupied orbital energy (alpha / beta): -8.2921 / -11.6099 eV
- Frontier orbital gap (alpha / beta): 6.5 / 3.2 eV
- Multiplicity: 2
- <S²>: 0.756

natural (NBO) charges in e: number 1, Ag, carries 0.90; number 2, Ag, carries 0.96; number 3, Ag, carries 0.96; number 4, Ag, carries 0.92; number 5, C, carries 0.90; number 6, O, carries -0.95; number 7, O, carries -0.87; number 8, O, carries -0.92; number 9, B, carries 1.32; number 10, F, carries -0.53; number 11, F, carries -0.60; number 12, F, carries -0.61; number 13, F, carries -0.54; number 14, Br, carries 0.32; number 15, C, carries -0.49; number 16, C, carries -0.45; number 17, Br, carries 0.02; number 18, H, carries 0.27; number 19, H, carries 0.28; number 20, H, carries 0.23; number 21, H, carries 0.26; number 22, Br, carries 0.42; number 23, C, carries -0.43; number 24, C, carries -0.42; number 25, Br, carries -0.02; number 26, H, carries 0.26; number 27, H, carries 0.24; number 28, H, carries 0.25; number 29, H, carries 0.25; number 30, Br, carries 0.04; number 31, C, carries -0.50; number 32, C, carries -0.41; number 33, Br, carries 0.02; number 34, H, carries 0.25; number 35, H, carries 0.22; number 36, H, carries 0.25; number 37, H, carries 0.21

---

5.
This record from the Open Molecules 2025 dataset describes the ion C7H12BrN2O2 with charge +1 in a non-equilibrium geometry. The level of theory is wB97M-V/def2-TZVPD.

Element x y z (Å)
C -2.05 0.32 -0.28
C -0.69 -0.06 -0.79
N -0.22 -1.34 -1.05
O 0.85 -1.81 -1.75
N -0.59 -2.06 0.16
O -1.03 -3.16 0.13
C -0.18 -1.28 1.13
Br -0.76 -1.90 2.90
C 0.95 -0.26 1.23
C 0.81 1.25 1.20
C 1.11 1.74 -0.27
C 0.11 1.03 -1.40
H -2.52 1.22 -0.82
H -1.92 0.63 0.72
H -2.85 -0.45 -0.42
H 0.73 -2.73 -2.16
H 1.84 -0.48 0.55
H 1.36 -0.41 2.24
H 1.73 1.58 1.83
H -0.21 1.55 1.43
H 1.15 2.86 -0.26
H 2.21 1.33 -0.49
H -0.57 1.87 -1.72
H 0.75 0.57 -2.13

## Properties
- HOMO: -13.3 eV
- Calculated total energy: -84556.6047 eV
- Net charge: +1
- Lowest unoccupied orbital energy: -5.3406 eV
- Frontier orbital gap: 7.9 eV
- SMILES string: C/C1=[N+](O)\[N+]([O-])=C(\Br)CCCC1
- Multiplicity: 1

natural (NBO) charges in e: number 1, C, carries -0.72; number 2, C, carries 0.52; number 3, N, carries 0.03; number 4, O, carries -0.50; number 5, N, carries 0.20; number 6, O, carries -0.37; number 7, C, carries 0.14; number 8, Br, carries 0.15; number 9, C, carries -0.53; number 10, C, carries -0.42; number 11, C, carries -0.36; number 12, C, carries -0.54; number 13, H, carries 0.28; number 14, H, carries 0.26; number 15, H, carries 0.28; number 16, H, carries 0.55; number 17, H, carries 0.25; number 18, H, carries 0.29; number 19, H, carries 0.26; number 20, H, carries 0.22; number 21, H, carries 0.25; number 22, H, carries 0.22; number 23, H, carries 0.27; number 24, H, carries 0.27

---

6.
This record from the Open Molecules 2025 dataset describes a structure of composition C7H12CdClNO2 in a non-equilibrium geometry. The level of theory is wB97M-V/def2-TZVPD.

Element x y z (Å)
C -1.66 2.48 0.15
C -0.38 1.65 -0.46
Cl 1.04 2.00 0.66
C -0.82 0.10 -0.48
C 0.38 -0.93 -0.74
C 1.02 -1.59 0.56
C -0.09 -2.11 1.64
N 0.01 -1.73 2.90
O 1.32 -0.25 -1.62
C 2.66 -0.73 -1.46
O 2.99 -1.84 -1.95
H -1.55 2.66 1.29
H -1.70 3.53 -0.33
H -2.65 1.87 0.01
H -0.18 1.95 -1.55
H -1.45 -0.09 0.46
H -1.55 -0.01 -1.37
H -0.06 -1.80 -1.37
H 1.73 -0.86 1.11
H 1.62 -2.55 0.30
H -0.95 -2.81 1.36
H 0.84 -1.12 3.00
H 3.41 -0.11 -0.85
Cd -3.96 2.31 -1.26

## Properties
- HOMO: -15.9 eV
- Calculated total energy: -30099.4782 eV
- Net charge: +2
- Lowest unoccupied orbital energy: -13.5592 eV
- Frontier orbital gap: 2.3 eV
- Multiplicity: 1

natural (NBO) charges in e: number 1, C, carries -0.65; number 2, C, carries -0.20; number 3, Cl, carries 0.11; number 4, C, carries -0.44; number 5, C, carries 0.10; number 6, C, carries -0.52; number 7, C, carries 0.11; number 8, N, carries -0.46; number 9, O, carries -0.55; number 10, C, carries 0.61; number 11, O, carries -0.46; number 12, H, carries 0.34; number 13, H, carries 0.27; number 14, H, carries 0.05; number 15, H, carries 0.27; number 16, H, carries 0.24; number 17, H, carries 0.21; number 18, H, carries 0.24; number 19, H, carries 0.24; number 20, H, carries 0.30; number 21, H, carries 0.23; number 22, H, carries 0.35; number 23, H, carries 0.18; number 24, Cd, carries 1.44

---

7.
This record from the Open Molecules 2025 dataset describes the ion C7H12ClN2S with charge +1 in a non-equilibrium geometry. The level of theory is wB97M-V/def2-TZVPD.

Element x y z (Å)
C -1.22 0.65 0.87
C -0.29 0.04 -2.06
C -0.28 -0.52 0.93
C 0.87 -0.85 -1.35
C -1.36 0.90 -1.64
C 1.05 -0.46 0.11
C 2.13 -1.29 0.75
N -1.68 1.04 -0.30
N -1.59 1.26 1.97
S 1.58 1.29 0.34
Cl -1.48 -1.87 0.46
H -0.04 0.14 -3.09
H 0.67 -2.02 -1.37
H 0.10 -0.66 1.85
H 1.78 -0.84 -1.96
H -1.98 1.42 -2.45
H 2.05 -1.24 1.79
H 3.05 -0.76 0.53
H 2.12 -2.42 0.42
H -2.50 1.76 -0.16
H -1.24 0.96 2.87
H -2.45 1.78 2.08
H 0.69 1.69 -0.59

## Properties
- HOMO (alpha / beta): -9.1 / -12.1 eV
- Calculated total energy: -33779.2000 eV
- Net charge: +1
- Lowest unoccupied orbital energy (alpha / beta): -3.4811 / -8.4523 eV
- Frontier orbital gap (alpha / beta): 5.6 / 3.6 eV
- Multiplicity: 3
- <S²>: 2.020

natural (NBO) charges in e: number 1, C, carries 0.25; number 2, C, carries -0.34; number 3, C, carries -0.22; number 4, C, carries -0.47; number 5, C, carries -0.04; number 6, C, carries -0.16; number 7, C, carries -0.64; number 8, N, carries -0.58; number 9, N, carries -0.79; number 10, S, carries 0.66; number 11, Cl, carries -0.04; number 12, H, carries 0.22; number 13, H, carries 0.28; number 14, H, carries 0.22; number 15, H, carries 0.25; number 16, H, carries 0.27; number 17, H, carries 0.22; number 18, H, carries 0.23; number 19, H, carries 0.27; number 20, H, carries 0.41; number 21, H, carries 0.41; number 22, H, carries 0.41; number 23, H, carries 0.18

---

8.
This record from the Open Molecules 2025 dataset describes a cluster of 2 separate species, C7H12F3O2P in total in a non-equilibrium geometry. The level of theory is wB97M-V/def2-TZVPD.

Element x y z (Å)
C 1.27 -1.13 -4.34
C 0.28 -0.64 -3.31
O 0.45 -1.32 -2.06
C 1.41 -0.85 -1.27
O 2.13 0.07 -1.50
C 1.43 -1.65 0.04
F 1.33 -2.97 -0.17
F 0.40 -1.29 0.83
F 2.56 -1.44 0.72
H 1.21 -2.21 -4.45
H 1.08 -0.66 -5.31
H 2.29 -0.89 -4.04
H -0.74 -0.86 -3.64
H 0.35 0.44 -3.17
C -1.34 2.08 1.51
C -2.21 1.34 2.23
C -2.05 1.33 3.75
P -0.46 0.46 4.20
H -1.26 3.12 1.80
H -0.71 1.64 0.75
H -3.05 0.81 1.78
H -2.91 0.90 4.25
H -1.91 2.39 4.02
H -0.02 -0.17 3.02
H 0.47 1.50 4.40

## Properties
- HOMO: -7.8 eV
- Calculated total energy: -28986.7447 eV
- Lowest unoccupied orbital energy: 0.5474 eV
- Frontier orbital gap: 8.4 eV
- SMILES string: CCOC(=O)C(F)(F)F.C=CCP
- Multiplicity: 1

natural (NBO) charges in e: number 1, C, carries -0.64; number 2, C, carries -0.08; number 3, O, carries -0.48; number 4, C, carries 0.69; number 5, O, carries -0.54; number 6, C, carries 0.90; number 7, F, carries -0.31; number 8, F, carries -0.31; number 9, F, carries -0.30; number 10, H, carries 0.22; number 11, H, carries 0.22; number 12, H, carries 0.22; number 13, H, carries 0.20; number 14, H, carries 0.20; number 15, C, carries -0.45; number 16, C, carries -0.15; number 17, C, carries -0.73; number 18, P, carries 0.26; number 19, H, carries 0.20; number 20, H, carries 0.21; number 21, H, carries 0.21; number 22, H, carries 0.23; number 23, H, carries 0.24; number 24, H, carries 0.00; number 25, H, carries -0.01